C20H43N2NaO7Si as an isolated structure at a distorted geometry. Source: the Open Molecules 2025 dataset; level of theory: ωB97M-V/def2-TZVPD.

XYZ file:
```
74
Properties=species:S:1:pos:R:3:mulliken_charge:R:1
Na -0.299 0.266 0.173 1.051
C -2.047 2.922 3.379 -0.984
N -1.437 1.621 3.605 0.358
C -0.926 1.305 4.929 -0.969
C -1.429 0.731 2.598 0.634
O -1.915 0.951 1.496 -0.817
C -0.775 -0.627 2.883 -0.685
O -0.624 -1.269 1.641 -0.146
C -0.469 -2.653 1.639 -1.084
C -0.229 -3.037 0.173 0.883
O -0.198 -2.168 -0.684 -0.673
N -0.058 -4.349 -0.101 0.116
C 0.187 -4.769 -1.469 -1.031
C -0.035 -5.398 0.898 -0.978
H -1.479 3.671 3.928 0.356
H -3.087 2.943 3.712 0.294
H -2.010 3.148 2.318 0.200
H -0.843 2.233 5.490 0.326
H 0.072 0.873 4.878 0.404
H -1.585 0.633 5.485 0.326
H -1.421 -1.202 3.559 0.601
H 0.200 -0.496 3.356 0.119
H -1.368 -3.148 2.025 0.451
H 0.385 -2.966 2.253 0.468
H 0.215 -3.893 -2.108 0.285
H -0.608 -5.440 -1.802 0.318
H 1.139 -5.299 -1.532 0.330
H -0.362 -5.041 1.868 0.326
H 0.971 -5.813 1.004 0.325
H -0.705 -6.206 0.598 0.341
C 0.774 5.833 2.319 -1.598
C 1.275 5.139 1.061 1.784
C 2.244 6.036 0.305 -1.635
C 0.102 4.744 0.170 -1.089
O 1.980 3.985 1.504 0.399
Si 2.252 2.547 0.715 -1.576
O 1.021 1.571 0.744 0.604
O 2.758 2.985 -0.801 -0.638
C 3.555 2.285 -1.750 1.823
C 5.021 2.517 -1.414 -1.489
C 3.214 2.880 -3.108 -1.845
C 3.228 0.796 -1.731 -1.443
O 3.617 1.932 1.447 0.152
C 3.873 1.710 2.825 2.186
C 4.949 0.637 2.887 -2.029
C 2.609 1.224 3.532 -1.573
C 4.367 3.004 3.456 -1.681
H 0.256 6.766 2.081 0.421
H 1.615 6.057 2.978 0.362
H 0.084 5.178 2.854 0.100
H 1.742 6.948 -0.030 0.453
H 2.647 5.515 -0.564 0.094
H 3.074 6.316 0.957 0.338
H -0.492 5.627 -0.083 0.510
H -0.534 4.021 0.682 -0.051
H 0.449 4.289 -0.760 0.191
H 5.242 3.586 -1.441 0.322
H 5.662 2.012 -2.142 0.475
H 5.253 2.142 -0.417 0.055
H 3.413 3.952 -3.103 0.349
H 2.157 2.726 -3.330 0.368
H 3.808 2.418 -3.900 0.422
H 3.454 0.351 -0.759 0.137
H 3.814 0.275 -2.493 0.505
H 2.170 0.638 -1.945 0.275
H 4.594 -0.276 2.406 0.355
H 5.222 0.407 3.920 0.415
H 5.842 0.976 2.359 0.424
H 2.252 0.310 3.054 0.194
H 1.811 1.970 3.481 0.282
H 2.834 1.018 4.584 0.539
H 5.264 3.346 2.937 0.419
H 4.613 2.849 4.510 0.450
H 3.609 3.784 3.379 0.100
```

HOMO	-8.17	eV
lowest unoccupied orbital energy	-0.069	eV
maximum force	1.6	eV/Å
2S+1	1
HOMO-LUMO gap	8.10	eV

C25H20BrMoN6O2S3Se as an isolated structure at a distorted geometry. Source: the Open Molecules 2025 dataset; level of theory: ωB97M-V/def2-TZVPD.

XYZ file:
```
59
Properties=species:S:1:pos:R:3:mulliken_charge:R:1
Mo 1.340 1.308 0.260 -0.824
Br -4.556 3.890 4.012 -0.230
C -2.867 3.437 3.256 -0.058
C -1.923 4.455 3.070 -0.448
C -0.712 4.155 2.500 -0.763
C -0.415 2.842 2.086 1.123
O 0.727 2.570 1.532 -0.555
C -1.378 1.813 2.302 0.100
C -1.095 0.460 1.972 -0.193
N 0.035 0.080 1.437 0.836
C 0.535 -1.209 1.619 -0.266
C -0.155 -2.355 1.982 -0.332
C 0.546 -3.532 2.248 -0.889
C 1.916 -3.583 2.183 -0.953
C 2.651 -2.434 1.838 1.140
C 4.060 -2.388 1.789 -0.704
C 4.675 -1.190 1.523 -0.789
C 3.916 -0.050 1.265 -0.360
N 2.579 -0.058 1.221 0.163
C 1.947 -1.243 1.540 0.541
C -2.611 2.145 2.895 -0.770
H -2.158 5.468 3.366 0.410
H 0.034 4.918 2.324 0.448
H -1.810 -0.294 2.292 0.203
H -1.235 -2.350 2.015 0.401
H -0.008 -4.421 2.518 0.386
H 2.447 -4.500 2.404 0.391
H 4.634 -3.288 1.970 0.450
H 5.753 -1.109 1.498 0.395
H 4.386 0.900 1.055 0.386
H -3.349 1.368 3.039 0.473
N -3.193 3.777 -0.503 -0.412
C -2.506 2.594 -0.574 0.149
S -3.385 1.141 -0.513 -0.377
N -1.191 2.746 -0.569 -1.692
N -0.335 1.755 -0.885 1.147
C -0.536 1.015 -1.938 -0.210
C 0.485 0.077 -2.268 0.534
C 0.516 -0.601 -3.489 -0.922
C 1.539 -1.469 -3.760 -0.457
C 2.547 -1.611 -2.804 -0.880
C 2.482 -0.881 -1.648 0.040
N 1.473 -0.043 -1.343 0.901
H -4.126 3.708 -0.138 0.231
H -2.660 4.597 -0.255 0.276
H -1.400 1.169 -2.567 0.483
H -0.289 -0.428 -4.190 0.425
H 1.569 -2.032 -4.681 0.437
H 3.374 -2.289 -2.961 0.454
H 3.289 -0.957 -0.937 0.402
Se 2.953 2.681 -0.698 -0.487
C -2.991 -2.361 -4.384 -0.853
O -2.599 -2.063 -3.052 -0.138
C -1.596 -2.768 -2.477 -0.259
S -0.828 -4.021 -3.288 -0.371
S -1.202 -2.260 -0.921 -0.045
H -3.721 -1.599 -4.653 0.241
H -3.438 -3.354 -4.451 0.316
H -2.137 -2.331 -5.063 0.353
```

HOMO (alpha / beta)	-3.86 / -3.85	eV
lowest unoccupied orbital energy (alpha / beta)	1.273 / 1.045	eV
ΔE to the lowest compared entry with this formula, charge and spin	1.594	eV
charge	-1
maximum force	3.1	eV/Å
2S+1	3
HOMO-LUMO gap (alpha / beta)	5.13 / 4.90	eV

A 6-piece molecular cluster, C5H23N2O5 overall at a distorted geometry. Source: the Open Molecules 2025 dataset; level of theory: ωB97M-V/def2-TZVPD.

XYZ file:
```
35
Properties=species:S:1:pos:R:3:nbo_charge:R:1
C -0.227 -3.449 -0.052 -0.659
C -0.030 -2.003 -0.433 -0.036
C -1.304 -1.207 -0.158 -0.476
C -1.336 0.172 -0.761 -0.344
C -0.919 0.360 -2.018 0.020
N -0.536 1.568 -2.575 -0.844
N 1.023 -1.337 0.517 -0.720
H -0.378 -3.585 1.016 0.230
H 0.513 -4.109 -0.498 0.231
H -1.119 -3.798 -0.562 0.247
H 0.388 -1.784 -1.403 0.249
H -1.661 -1.277 0.871 0.235
H -2.169 -1.766 -0.562 0.232
H -1.571 1.022 -0.134 0.200
H -0.949 -0.430 -2.766 0.190
H -0.600 2.429 -2.013 0.416
H -0.859 1.706 -3.524 0.381
H 0.525 -0.942 1.321 0.469
H 1.553 -0.576 0.098 0.476
H 1.620 -2.143 0.664 0.423
H 1.484 0.425 -2.388 0.507
H 2.697 -0.507 -2.531 0.489
O 1.976 -0.280 -1.934 -0.988
H -2.684 2.206 1.618 0.478
H -1.966 3.023 2.645 0.485
O -1.804 2.325 1.996 -0.958
H 2.559 1.142 2.190 0.497
H 3.507 0.572 1.039 0.494
O 2.717 0.427 1.567 -0.980
H 0.383 -1.575 3.684 0.495
H -0.833 -0.656 3.479 0.500
O -0.157 -1.152 3.006 -0.966
H -0.312 2.933 0.196 0.493
H -1.018 4.013 -0.654 0.479
O -0.201 3.510 -0.570 -0.945
```

HOMO	-10.98	eV
lowest unoccupied orbital energy	-2.496	eV
ΔE to the lowest compared entry with this formula, charge and spin	1.113	eV
charge	+1
maximum force	2.5	eV/Å
2S+1	1
HOMO-LUMO gap	8.48	eV

C41H41BO2P2Ti as an isolated structure at a distorted geometry. Source: the Open Molecules 2025 dataset; level of theory: ωB97M-V/def2-TZVPD.

XYZ file:
```
88
Properties=species:S:1:pos:R:3:mulliken_charge:R:1
Ti -0.136 0.712 -0.242 -0.412
C -1.906 1.294 -3.506 -0.146
C -1.776 -0.008 -3.159 -0.253
C -1.137 -1.044 -4.045 -0.495
C 0.197 -0.561 -4.674 -1.905
C 1.028 0.345 -3.817 0.084
C 0.931 1.679 -3.795 0.483
C 0.049 2.491 -4.665 -0.969
C -1.400 1.953 -4.769 -1.060
C 0.850 0.539 2.475 -0.615
H -2.595 1.932 -2.917 0.565
H -2.307 -0.443 -2.302 0.786
H -1.832 -1.349 -4.853 0.515
H -0.974 -1.959 -3.459 -0.167
H 0.773 -1.457 -4.924 0.525
H -0.070 -0.145 -5.657 0.433
H 1.908 -0.112 -3.374 0.956
H 1.711 2.290 -3.337 -0.426
H 0.428 2.626 -5.693 0.386
H 0.003 3.512 -4.251 0.249
H -2.061 2.811 -4.966 0.450
H -1.501 1.350 -5.679 0.362
H 1.345 1.490 2.726 0.447
H 1.016 0.340 1.340 -0.455
H 1.416 -0.250 2.959 0.273
P -0.771 -1.638 0.020 1.254
P 2.358 -0.298 -0.455 1.065
C 0.277 -2.131 -1.306 -0.938
C 1.530 -1.525 -1.516 -1.705
C -1.989 -2.909 0.382 0.741
C -2.524 -3.762 -0.609 -0.686
C -3.555 -4.644 -0.283 -0.641
C -4.000 -4.756 1.042 -0.553
C -3.422 -3.966 2.052 -0.535
C -2.410 -3.066 1.727 -0.463
C -2.078 0.573 -0.264 0.125
C -1.583 1.860 -0.784 0.122
C -2.350 3.026 -0.489 -0.941
C -3.668 2.762 -0.092 -0.522
C -4.151 1.470 0.207 -0.727
C -3.307 0.359 0.264 -0.077
C 3.719 -1.148 0.401 0.393
C 3.453 -2.329 1.134 -0.456
C 4.488 -3.132 1.616 -0.685
C 5.822 -2.752 1.428 -0.441
C 6.100 -1.521 0.818 -0.664
C 5.064 -0.717 0.339 -0.425
C 2.870 1.492 -0.703 0.587
C 2.628 2.528 0.240 0.281
C 2.989 3.852 -0.032 -0.710
C 3.502 4.199 -1.288 -0.684
C 3.673 3.206 -2.258 -0.380
C 3.501 1.851 -1.921 -0.618
H 0.004 -3.020 -1.887 0.772
H 2.118 -1.909 -2.343 0.811
H -2.109 -3.734 -1.613 0.239
H -4.023 -5.256 -1.053 0.392
H -4.801 -5.450 1.298 0.350
H -3.776 -4.055 3.071 0.429
H -1.908 -2.499 2.500 0.431
H -0.880 1.881 -1.706 0.553
H -1.918 4.062 -0.560 0.367
H -4.371 3.620 -0.046 0.385
H -5.211 1.343 0.450 0.401
H -3.616 -0.547 0.764 0.442
H 2.423 -2.614 1.327 0.380
H 4.263 -4.054 2.147 0.396
H 6.630 -3.400 1.758 0.372
H 7.139 -1.198 0.731 0.373
H 5.305 0.269 -0.076 0.285
H 2.138 2.329 1.214 -0.238
H 2.851 4.632 0.729 0.411
H 3.747 5.233 -1.533 0.376
H 3.889 3.485 -3.285 0.416
H 3.753 1.086 -2.652 0.474
O -1.159 -0.670 3.680 -0.317
B -0.562 0.494 3.169 0.810
O -1.113 1.615 3.801 -0.687
C -1.668 1.129 4.954 0.478
C -1.771 1.784 6.165 -0.901
C -1.908 1.007 7.319 -0.436
C -2.040 -0.379 7.230 -0.531
C -1.923 -1.053 6.001 -0.712
C -1.721 -0.278 4.874 0.548
H -1.743 2.862 6.186 0.453
H -1.943 1.490 8.296 0.364
H -2.259 -0.980 8.114 0.353
H -1.962 -2.140 5.889 0.428
```

HOMO (alpha / beta)	-5.42 / -5.62	eV
lowest unoccupied orbital energy (alpha / beta)	0.239 / 0.110	eV
maximum force	4.1	eV/Å
2S+1	3
HOMO-LUMO gap (alpha / beta)	5.66 / 5.73	eV

C4H9N3O in the gas phase at a distorted geometry. Source: the Open Molecules 2025 dataset; level of theory: ωB97M-V/def2-TZVPD.

XYZ file:
```
17
Properties=species:S:1:pos:R:3:nbo_charge:R:1
H -1.137 -2.574 2.402 0.371
N -0.889 -1.611 2.167 -0.427
N -0.474 -1.629 0.995 0.377
O -0.225 -2.985 0.098 -0.603
N -0.322 -0.536 0.266 -0.202
C -0.379 0.829 0.773 -0.209
C 0.677 1.610 -0.088 -0.391
C 0.411 0.941 -1.441 -0.422
C 0.301 -0.558 -1.024 -0.228
H -0.249 0.958 1.739 0.211
H -1.508 1.130 0.576 0.189
H 1.641 1.318 0.470 0.211
H 0.446 2.591 -0.151 0.218
H -0.357 1.373 -1.975 0.212
H 1.190 1.223 -2.104 0.219
H -0.498 -1.146 -1.538 0.247
H 1.372 -0.933 -1.166 0.226
```

HOMO	-9.39	eV
lowest unoccupied orbital energy	0.828	eV
ΔE to the lowest compared entry with this formula, charge and spin	6.986	eV
maximum force	5.6	eV/Å
2S+1	1
HOMO-LUMO gap	10.21	eV
SMILES	[H]/N=[N+](\[O-])N1CCCC1

An isolated ion of composition C5H10NO and charge +1 at a distorted geometry. Source: the Open Molecules 2025 dataset; level of theory: ωB97M-V/def2-TZVPD.

XYZ file:
```
17
Properties=species:S:1:pos:R:3:nbo_charge:R:1
C 0.116 0.963 0.806 -0.253
C -0.275 -1.291 0.639 -0.296
C 2.025 -0.011 -1.032 -0.151
C 1.205 0.092 0.154 0.333
C -1.712 0.269 -0.695 -0.428
N -1.107 0.034 0.656 -0.356
O 2.490 -0.060 0.368 -0.404
H 0.320 1.040 1.984 0.262
H 0.061 1.953 0.497 0.239
H -0.465 -1.914 -0.198 0.226
H -0.180 -1.607 1.623 0.218
H 2.267 -1.031 -1.458 0.222
H 2.488 0.715 -1.681 0.234
H -0.850 0.062 -1.368 0.228
H -2.486 -0.513 -0.850 0.244
H -2.128 1.339 -0.800 0.251
H -1.769 -0.038 1.355 0.432
```

HOMO	-13.71	eV
lowest unoccupied orbital energy	-3.502	eV
ΔE to the lowest compared entry with this formula, charge and spin	5.301	eV
charge	+1
maximum force	5.3	eV/Å
2S+1	1
HOMO-LUMO gap	10.21	eV

C4H6OS3 in the gas phase at a distorted geometry. Source: the Open Molecules 2025 dataset; level of theory: ωB97M-V/def2-TZVPD.

XYZ file:
```
14
Properties=species:S:1:pos:R:3:nbo_charge:R:1
O -2.605 -1.887 -0.435 -0.522
C -2.584 -0.674 -0.428 0.423
C -1.274 0.077 -0.308 -0.406
S -1.602 1.404 1.006 -0.048
C -0.120 -0.866 -0.165 -0.525
C 1.277 -0.202 -0.165 -0.250
S 1.586 1.158 -1.071 -0.046
S 2.491 -0.970 0.789 0.151
H -3.489 -0.054 -0.649 0.138
H -1.070 0.666 -1.246 0.274
H -1.059 2.352 0.228 0.146
H -0.127 -1.552 -1.015 0.267
H -0.305 -1.599 0.599 0.246
H 3.505 -0.194 0.370 0.152
```

HOMO	-9.03	eV
lowest unoccupied orbital energy	-0.526	eV
ΔE to the lowest compared entry with this formula, charge and spin	0.689	eV
maximum force	1.5	eV/Å
2S+1	1
HOMO-LUMO gap	8.50	eV
SMILES	O=C[C@@H](S)CC(=S)S

A 2-piece molecular cluster, C24H47NO4P overall at a distorted geometry. Source: the Open Molecules 2025 dataset; level of theory: ωB97M-V/def2-TZVPD.

XYZ file:
```
77
Properties=species:S:1:pos:R:3:mulliken_charge:R:1
C 3.856 -6.882 -2.943 -0.751
C 3.077 -5.906 -4.056 0.579
O 2.456 -6.582 -5.059 -0.504
O 3.089 -4.429 -3.998 -0.287
C 2.435 -3.923 -2.777 0.234
O 2.948 -3.944 -1.540 -0.522
C 0.954 -3.216 -2.952 -0.078
C -0.289 -4.126 -2.389 0.763
C -1.241 -4.508 -3.668 -0.742
C -1.191 -6.176 -3.653 -0.530
N -0.106 -6.633 -2.676 -0.284
C 0.005 -5.540 -1.612 -0.056
O 0.241 -5.637 -0.291 -0.613
H 3.870 -6.359 -1.895 0.252
H 3.341 -7.946 -2.904 0.274
H 4.955 -7.068 -3.347 0.314
H 0.976 -2.189 -2.373 -0.283
H 0.807 -2.978 -4.098 0.504
H -0.741 -3.462 -1.525 0.303
H -0.970 -4.075 -4.733 0.338
H -2.319 -4.262 -3.252 0.257
H -2.191 -6.583 -3.192 0.328
H -1.122 -6.573 -4.769 0.266
H -0.608 -7.447 -2.227 0.351
C 0.085 -1.728 0.759 -0.678
C 1.086 -0.608 0.990 -0.053
C 0.902 0.078 2.340 -1.190
C -0.271 1.055 2.433 -1.225
P -0.099 2.663 1.692 1.101
C 1.479 3.330 2.292 -1.525
C 1.794 3.382 3.787 -0.805
C 1.069 4.426 4.637 -0.366
C 1.085 5.840 4.080 -1.258
C -1.334 3.767 2.320 -0.596
C -2.823 3.594 2.070 -1.106
C -3.317 3.850 0.657 0.397
C -2.807 5.131 0.013 -1.359
C 0.148 2.714 -0.062 -0.990
C -0.835 2.315 -1.162 -1.360
C -1.652 1.042 -0.964 0.317
C -1.227 -0.087 -1.888 -1.689
H -0.948 -1.371 0.821 0.289
H 0.232 -2.164 -0.235 -0.506
H 0.210 -2.525 1.495 0.550
H 1.039 0.108 0.179 -0.255
H 2.094 -1.047 0.956 0.586
H 1.832 0.600 2.588 0.373
H 0.779 -0.688 3.111 0.551
H -0.430 1.244 3.498 0.725
H -1.195 0.573 2.101 0.791
H 1.624 4.317 1.841 0.785
H 2.252 2.701 1.831 0.525
H 2.871 3.576 3.885 0.484
H 1.624 2.397 4.233 0.230
H 1.537 4.445 5.630 0.449
H 0.040 4.113 4.824 0.225
H 2.093 6.262 4.123 0.367
H 0.424 6.482 4.672 0.349
H 0.738 5.891 3.046 0.261
H -1.042 4.797 2.098 0.531
H -1.257 3.674 3.407 0.082
H -3.351 4.289 2.734 0.452
H -3.127 2.586 2.375 0.374
H -4.414 3.874 0.661 0.484
H -3.061 2.997 0.046 -0.472
H -3.243 6.011 0.493 0.346
H -3.086 5.150 -1.048 0.414
H -1.719 5.218 0.057 0.286
H 1.080 2.178 -0.265 0.905
H 0.402 3.763 -0.279 0.596
H -0.272 2.246 -2.103 0.560
H -1.519 3.148 -1.338 0.331
H -2.705 1.251 -1.192 0.552
H -1.630 0.715 0.072 -0.032
H -1.466 0.154 -2.929 0.469
H -1.763 -1.006 -1.629 0.402
H -0.154 -0.280 -1.822 0.213
```

HOMO	-11.70	eV
lowest unoccupied orbital energy	-2.106	eV
charge	+1
maximum force	9.4	eV/Å
2S+1	1
HOMO-LUMO gap	9.59	eV